No. 1
This record from the OMol25 dataset describes a structure of composition C66H136N7NaO22 at a distorted geometry. The level of theory is ωB97M-V with the def2-TZVPD basis set.

The value obtained for the total energy is -4796.50211 Eh. The calculation puts the highest occupied orbital energy at -5.982 eV. For the strongest force on any atom, the calculation gives 0.113 Eh/bohr.

```
! wB97M-V def2-TZVPD RIJCOSX def2/J DEFGRID3
* xyz 0 1
Na 14.054 -6.429 -11.524
C 10.987 -7.475 -12.864
C 10.638 -6.000 -12.987
C 9.721 -5.639 -11.763
C 9.591 -4.118 -11.347
C 10.956 -3.403 -11.306
C 11.870 -3.658 -12.515
N 11.876 -5.116 -12.938
O 13.039 -5.610 -13.637
C 13.251 -3.077 -12.265
C 11.199 -2.843 -13.671
C 9.921 -5.885 -14.366
H 11.623 -7.800 -12.040
H 11.344 -7.854 -13.822
H 10.080 -8.024 -12.610
H 9.979 -6.322 -10.954
H 8.712 -5.897 -12.086
H 9.054 -4.046 -10.401
H 8.845 -3.739 -12.046
H 11.406 -3.612 -10.336
H 10.641 -2.359 -11.298
H 13.737 -2.922 -13.229
H 13.888 -3.709 -11.646
H 13.114 -2.102 -11.799
H 11.648 -3.193 -14.601
H 11.440 -1.780 -13.685
H 10.121 -2.847 -13.834
H 9.302 -4.989 -14.411
H 9.479 -6.809 -14.739
H 10.686 -5.648 -15.105
C 12.245 -8.152 -17.678
C 12.960 -7.608 -18.878
O 13.164 -8.854 -19.463
C 12.374 -9.794 -19.012
O 12.111 -10.696 -19.690
O 11.693 -9.345 -18.051
H 11.532 -7.437 -17.269
H 13.002 -8.119 -16.894
H 13.819 -7.011 -18.571
H 12.321 -6.989 -19.507
C 8.879 -6.900 -7.731
C 8.215 -5.537 -7.459
O 6.909 -5.672 -7.598
C 6.658 -6.882 -8.049
O 5.574 -7.356 -8.175
O 7.757 -7.503 -8.393
H 9.054 -7.700 -7.012
H 9.692 -6.889 -8.457
H 8.571 -4.711 -8.075
H 8.303 -5.190 -6.430
C 11.733 -1.785 -17.373
C 13.182 -2.014 -16.975
O 13.676 -2.508 -18.179
C 12.973 -1.894 -19.213
O 13.320 -1.778 -20.381
O 11.817 -1.502 -18.803
H 11.384 -0.914 -16.818
H 11.161 -2.706 -17.263
H 13.130 -2.761 -16.183
H 13.744 -1.117 -16.712
C 16.234 -1.266 -10.440
C 17.453 -1.723 -9.705
O 18.339 -1.884 -10.782
C 17.736 -2.085 -12.021
O 18.231 -2.584 -13.065
O 16.497 -1.646 -11.813
H 15.955 -0.225 -10.282
H 15.335 -1.773 -10.089
H 17.349 -2.716 -9.269
H 17.682 -0.979 -8.942
C 9.136 -9.801 -9.930
C 8.587 -11.158 -9.225
C 7.075 -10.904 -8.867
C 6.129 -10.697 -10.054
C 6.251 -11.865 -11.050
C 7.677 -12.283 -11.421
N 8.613 -12.269 -10.219
O 9.951 -12.588 -10.570
C 7.550 -13.809 -11.637
C 8.258 -11.533 -12.674
C 9.318 -11.472 -7.892
H 8.394 -9.523 -10.678
H 10.077 -10.071 -10.408
H 9.294 -8.954 -9.262
H 6.697 -11.646 -8.164
H 6.896 -10.088 -8.166
H 6.419 -9.716 -10.430
H 5.092 -10.569 -9.746
H 5.593 -11.601 -11.878
H 5.814 -12.766 -10.619
H 6.603 -14.014 -12.136
H 8.418 -14.290 -12.089
H 7.517 -14.418 -10.734
H 8.809 -10.612 -12.485
H 8.993 -12.036 -13.303
H 7.454 -11.409 -13.400
H 9.369 -12.489 -7.503
H 8.882 -10.947 -7.043
H 10.326 -11.072 -8.002
H 10.036 -13.535 -10.438
C 14.774 2.969 -9.693
C 13.492 3.460 -8.962
C 12.879 4.654 -9.737
C 12.146 4.371 -11.122
C 11.032 3.291 -10.804
C 11.551 1.969 -10.154
N 12.504 2.349 -9.030
O 13.077 1.176 -8.471
C 10.460 1.247 -9.468
C 12.132 1.148 -11.291
C 13.725 3.846 -7.507
H 15.350 2.282 -9.073
H 15.517 3.757 -9.818
H 14.592 2.673 -10.726
H 12.301 5.338 -9.115
H 13.722 5.280 -10.031
H 12.828 3.972 -11.874
H 11.785 5.236 -11.678
H 10.473 3.022 -11.701
H 10.282 3.649 -10.099
H 9.923 1.895 -8.776
H 9.759 0.720 -10.116
H 10.854 0.443 -8.846
H 12.979 1.620 -11.790
H 12.428 0.131 -11.032
H 11.368 1.059 -12.064
H 14.723 3.566 -7.171
H 13.012 3.438 -6.790
H 13.613 4.921 -7.368
H 12.707 1.217 -7.586
C 16.382 -3.778 -15.542
C 17.267 -5.009 -15.931
C 18.337 -5.251 -14.886
C 19.074 -6.701 -14.871
C 17.957 -7.765 -14.642
C 16.743 -7.673 -15.555
N 16.348 -6.195 -15.775
O 14.993 -5.959 -16.133
C 16.752 -8.322 -16.971
C 15.561 -8.381 -14.733
C 17.902 -4.887 -17.274
H 16.750 -2.758 -15.653
H 16.008 -3.990 -14.540
H 15.486 -3.561 -16.123
H 19.017 -4.433 -15.125
H 17.902 -5.174 -13.890
H 19.715 -6.830 -13.999
H 19.579 -6.798 -15.833
H 17.616 -7.636 -13.615
H 18.464 -8.729 -14.596
H 17.702 -8.780 -17.247
H 16.008 -9.103 -17.134
H 16.464 -7.585 -17.720
H 14.754 -8.708 -15.390
H 15.873 -9.365 -14.383
H 15.077 -7.685 -14.049
H 17.922 -3.837 -17.563
H 17.257 -5.368 -18.009
H 18.873 -5.381 -17.311
H 14.688 -5.584 -15.304
C 9.154 -9.925 -15.991
O 7.898 -10.249 -16.647
C 8.000 -10.334 -18.074
C 7.207 -11.486 -18.611
N 6.877 -11.377 -20.056
C 7.189 -12.516 -20.911
C 6.858 -13.930 -20.356
O 7.873 -14.401 -19.375
C 8.898 -15.274 -19.891
H 9.660 -9.031 -16.357
H 9.907 -10.667 -16.260
H 8.984 -9.891 -14.915
H 9.035 -10.226 -18.397
H 7.728 -9.332 -18.407
H 6.296 -11.689 -18.047
H 7.920 -12.250 -18.301
H 5.977 -10.958 -20.244
H 8.277 -12.444 -20.890
H 6.749 -12.448 -21.906
H 6.787 -14.635 -21.184
H 5.864 -13.842 -19.916
H 9.220 -14.931 -20.874
H 8.606 -16.318 -20.005
H 9.711 -15.256 -19.166
C 12.697 -10.020 -7.214
O 14.001 -9.911 -6.649
C 13.981 -9.136 -5.417
C 14.921 -7.880 -5.506
N 14.501 -6.900 -6.564
C 15.393 -5.702 -7.045
C 14.490 -4.760 -8.005
O 13.819 -5.421 -9.156
C 12.531 -5.994 -8.992
H 12.449 -9.043 -7.631
H 11.845 -10.367 -6.630
H 12.813 -10.710 -8.050
H 13.982 -9.733 -4.505
H 12.943 -8.894 -5.190
H 15.972 -8.164 -5.469
H 14.928 -7.342 -4.558
H 14.236 -7.427 -7.384
H 16.240 -6.132 -7.580
H 15.668 -5.119 -6.166
H 15.035 -4.001 -8.566
H 13.761 -4.223 -7.397
H 12.586 -7.077 -8.884
H 11.875 -5.859 -9.852
H 12.083 -5.611 -8.076
C 8.177 1.436 -13.663
O 7.019 1.583 -12.636
C 5.636 1.323 -13.045
C 4.696 1.071 -11.806
N 4.907 -0.262 -11.133
C 6.288 -0.572 -10.655
C 6.797 -1.824 -11.382
O 5.995 -3.032 -11.316
C 5.173 -3.359 -10.206
H 8.831 2.306 -13.706
H 8.029 0.946 -14.626
H 8.921 0.794 -13.192
H 5.625 0.476 -13.731
H 5.268 2.253 -13.476
H 3.675 1.184 -12.172
H 4.750 1.939 -11.150
H 4.469 -1.095 -11.498
H 6.209 -0.747 -9.582
H 6.985 0.253 -10.800
H 7.743 -2.114 -10.925
H 7.072 -1.633 -12.419
H 5.156 -4.433 -10.389
H 4.207 -2.934 -10.482
H 5.544 -2.984 -9.252
*
```

***

No. 2
This record from the OMol25 dataset describes a cluster of 7 separate species, C32H76F6N5O15 in total at a distorted geometry. The level of theory is ωB97M-V with the def2-TZVPD basis set.

The value obtained for the total energy is -3265.70557 Eh. The calculation puts the highest occupied orbital energy at -8.452 eV. For the strongest force on any atom, the calculation gives 0.057 Eh/bohr.

```
! wB97M-V def2-TZVPD RIJCOSX def2/J DEFGRID3
* xyz 1 1
N -0.213 -2.188 1.293
O -1.169 -1.821 2.003
O -0.127 -3.347 0.845
O 0.648 -1.344 0.936
C 3.549 -3.043 -2.432
O 3.758 -1.965 -1.451
O 4.138 -4.124 -1.907
C 1.989 -3.041 -2.570
F 1.513 -4.218 -3.048
F 1.396 -2.886 -1.403
F 1.601 -2.121 -3.485
C 3.889 -0.662 -1.998
C 4.188 0.256 -0.795
H 4.997 -0.216 -0.235
H 4.379 1.294 -1.055
H 3.354 0.055 -0.113
H 2.998 -0.370 -2.560
H 4.775 -0.667 -2.643
H 3.937 -2.730 -3.411
C -2.913 0.995 -3.843
O -2.194 0.176 -2.893
O -2.039 1.669 -4.608
C -4.147 0.217 -4.444
F -4.557 -0.678 -3.516
F -5.188 1.065 -4.562
F -3.916 -0.329 -5.646
C -1.442 -0.945 -3.379
C -1.325 -1.957 -2.259
H -2.325 -2.193 -1.894
H -0.784 -2.813 -2.652
H -0.785 -1.540 -1.407
H -0.502 -0.618 -3.830
H -1.899 -1.360 -4.284
H -3.405 1.744 -3.198
C 0.532 1.538 -0.544
O 0.369 2.758 -1.254
C -0.955 3.211 -1.367
C -1.049 4.328 -2.391
N -0.216 4.000 -3.621
H -0.424 3.003 -3.840
H -0.547 4.553 -4.409
C 1.275 4.137 -3.608
C 1.843 3.567 -4.900
O 1.202 2.397 -5.307
C 1.627 1.264 -4.518
H -0.142 0.721 -0.825
H 0.271 1.692 0.511
H 1.562 1.254 -0.737
H -1.419 3.391 -0.384
H -1.523 2.300 -1.615
H -0.609 5.284 -2.100
H -2.079 4.576 -2.636
H 1.757 3.796 -2.696
H 1.534 5.200 -3.566
H 2.938 3.537 -4.891
H 1.604 4.271 -5.706
H 1.361 1.335 -3.454
H 2.708 1.190 -4.619
H 0.961 0.450 -4.798
C -4.857 1.418 -0.551
O -4.842 0.132 0.038
C -3.607 -0.503 -0.066
C -3.828 -1.994 0.169
N -4.755 -2.275 1.362
H -5.530 -1.614 1.212
H -5.240 -3.167 1.431
C -4.342 -2.117 2.833
C -5.320 -1.253 3.644
O -5.924 -0.290 2.819
C -5.185 0.951 2.849
H -4.568 2.172 0.189
H -5.828 1.750 -0.918
H -4.203 1.468 -1.424
H -2.840 -0.074 0.599
H -3.050 -0.390 -1.007
H -2.976 -2.653 0.310
H -4.445 -2.328 -0.667
H -3.347 -1.666 2.866
H -4.105 -3.110 3.212
H -4.939 -0.832 4.573
H -6.157 -1.921 3.876
H -5.020 1.197 3.903
H -5.740 1.805 2.473
H -4.223 0.802 2.361
C 1.483 -7.625 -1.676
O 2.126 -7.012 -0.578
C 1.310 -6.555 0.479
C 2.142 -5.685 1.364
N 2.547 -4.416 0.603
H 3.240 -4.614 -0.150
H 1.743 -4.079 0.071
C 3.197 -3.325 1.463
C 4.593 -3.744 1.909
O 4.581 -4.775 2.869
C 4.873 -4.342 4.168
H 1.223 -8.682 -1.636
H 2.174 -7.467 -2.508
H 0.645 -7.024 -2.047
H 1.044 -7.450 1.053
H 0.381 -6.078 0.151
H 3.048 -6.187 1.688
H 1.672 -5.102 2.155
H 2.542 -3.037 2.284
H 3.267 -2.549 0.700
H 5.151 -2.835 2.143
H 5.014 -4.202 1.009
H 5.834 -3.811 4.170
H 4.938 -5.223 4.802
H 4.140 -3.604 4.522
C 0.031 8.561 2.135
O 0.252 7.522 3.094
C 0.854 6.361 2.518
C 1.667 5.627 3.573
N 0.927 4.385 4.130
H 1.197 4.507 5.104
H -0.082 4.487 4.041
C 1.416 3.061 3.642
C 1.159 1.885 4.609
O -0.199 1.606 4.620
C -0.613 0.590 3.685
H -1.021 8.711 1.884
H 0.608 8.535 1.210
H 0.239 9.520 2.613
H 1.535 6.812 1.790
H 0.115 5.819 1.922
H 1.739 6.274 4.450
H 2.696 5.323 3.401
H 2.477 3.184 3.416
H 1.001 2.814 2.664
H 1.661 2.160 5.541
H 1.695 1.016 4.213
H -1.676 0.719 3.500
H -0.405 -0.387 4.115
H -0.067 0.779 2.760
*
```

***

No. 3
This record from the OMol25 dataset describes a cluster of 2 separate species, C4H4F4NO2 in total at a distorted geometry. The level of theory is ωB97M-V with the def2-TZVPD basis set.

The value obtained for the total energy is -759.50344 Eh. The calculation puts the highest occupied orbital energy at -2.976 eV. For the strongest force on any atom, the calculation gives 0.071 Eh/bohr.

```
! wB97M-V def2-TZVPD RIJCOSX def2/J DEFGRID3
* xyz -1 1
C -1.431 -0.469 -0.659
C 1.486 -0.207 0.820
C 2.211 0.169 -0.421
C -2.200 0.488 -0.076
N 0.860 0.525 1.658
O -0.273 -0.392 -1.119
O -1.995 -1.796 -0.423
F 2.522 1.504 -0.364
F 3.417 -0.529 -0.604
F -3.453 0.181 0.426
F -2.129 1.889 -0.046
H 1.410 -1.258 1.044
H 1.628 0.151 -1.318
H 0.994 1.530 1.441
H -3.047 -1.786 -0.361
*
```

***

No. 4
This record from the OMol25 dataset describes a cluster of 2 separate species, C3H9S in total. The level of theory is ωB97M-V with the def2-TZVPD basis set.

The value obtained for the total energy is -517.90979 Eh. The calculation puts the highest occupied orbital energy at -2.498 eV. For the strongest force on any atom, the calculation gives 0.016 Eh/bohr.

```
! wB97M-V def2-TZVPD RIJCOSX def2/J DEFGRID3
* xyz -1 1
S 2.826 1.865 -0.489
H 2.355 1.961 -1.747
C -0.732 0.432 1.189
C 0.132 -0.445 0.294
C -0.649 -1.038 -0.877
H -0.676 1.473 0.855
H -0.373 0.435 2.219
H -1.798 0.181 1.179
H 0.460 -1.289 0.916
H 1.027 0.104 -0.016
H 0.000 -1.525 -1.608
H -1.304 -1.829 -0.491
H -1.267 -0.324 -1.424
*
```